DFT (ωB97M-V/def2-TZVPD) results for a cluster of 5 separate species, C30H67N2O9 in total at a distorted geometry.

Calculated values
- Net charge: +1
- ΔE to the lowest compared entry with this formula, charge and spin: 0.000 eV

Last column: Löwdin charge in e.
Positions of all 108 atoms, in Å:
H  5.8295  4.2337  -1.6428  0.084
H  4.8428  -1.5418  0.8225  0.136
H  -8.2595  2.2367  -0.6036  0.069
C  1.8244  -1.9838  -3.6538  -0.072
C  -1.3436  -5.9013  -2.3061  -0.025
H  2.0143  3.6553  2.5950  0.059
H  -7.3919  -0.7889  -2.8274  0.080
H  0.3035  3.5818  2.9979  0.077
O  -0.2250  1.6307  1.0530  -0.244
C  5.3520  5.8583  1.2134  -0.271
H  6.0083  6.5788  1.7010  0.121
C  -1.2215  -5.2154  -0.9590  -0.421
C  1.9127  -1.5903  1.5257  -0.246
C  0.2010  -1.3309  -0.1824  0.017
H  4.7238  3.2117  1.0291  0.090
O  0.4984  -3.5078  -1.1682  -0.031
H  5.0670  6.2894  0.2471  0.110
H  -1.3440  4.2004  0.8773  0.073
H  -5.7154  -0.2193  -2.7693  0.079
H  0.7152  3.3986  0.5033  0.118
O  3.0368  -0.7761  1.4730  -0.065
H  6.1200  -0.8027  2.6643  0.150
C  5.0199  3.8855  -1.0003  -0.072
O  4.9264  0.8400  2.1993  -0.036
H  -5.9107  2.3868  -1.5554  0.109
H  4.9672  -1.5089  4.6059  0.087
H  -3.5995  -3.8536  2.1246  0.089
H  -3.0367  -3.2851  3.7166  0.095
C  -6.0851  2.1680  -0.4970  -0.280
H  -0.7575  -6.8251  -2.2964  0.095
H  4.2338  4.6419  -1.0066  0.066
O  -5.8858  0.7878  -0.2320  -0.179
H  -3.0972  -0.4919  0.5886  0.080
H  4.6041  2.9718  -1.4279  0.075
C  5.5320  3.6053  0.4021  -0.291
H  -6.4608  -1.0980  -0.5563  0.107
H  0.0403  -2.4074  -4.7957  0.114
H  -5.2927  2.6674  0.0618  0.104
H  -2.9875  3.6038  1.0628  0.077
O  6.1602  4.7080  1.0290  -0.154
H  -0.2281  -2.2622  -3.0701  0.091
H  2.4166  -1.5822  -4.4758  0.074
H  -2.3850  -6.1555  -2.5110  0.092
C  1.1354  3.0099  2.5860  -0.043
C  0.8636  2.5428  1.1686  -0.245
H  1.3252  2.1608  3.2448  0.085
H  0.9375  -5.5349  -1.0768  0.142
H  4.3988  5.2313  3.0479  0.085
H  -4.4981  -2.5830  2.9879  0.096
H  -1.4906  2.3073  2.5615  0.121
H  4.1553  -2.3665  2.2429  0.135
O  -0.8986  -3.3248  2.0074  0.099
H  -7.4860  3.7742  -0.2419  0.080
C  -6.7733  -0.1061  -0.8883  -0.280
H  2.5608  -3.5984  0.5008  0.178
C  -0.4461  -0.9808  2.2805  -0.014
C  -3.2460  -1.5457  0.8382  -0.036
C  -6.7272  -0.0351  -2.4043  -0.075
C  4.2945  -1.3877  1.7585  -0.142
H  0.6519  -1.2083  -6.5806  0.068
H  -4.3199  -1.7317  0.8518  0.088
H  3.4261  4.9159  1.6057  0.041
H  2.0956  -3.0340  -3.5370  0.077
C  0.1864  -0.2366  -6.4110  -0.074
C  0.6316  -0.7904  1.1869  -0.155
C  5.0696  -0.4801  2.7075  -0.405
H  5.6938  1.3644  2.4599  0.100
H  -7.0514  0.9355  -2.7798  0.069
N  0.9036  -2.6187  -0.2430  -0.048
O  -0.1100  -0.4997  -3.9759  -0.166
C  4.5789  -0.5952  4.1443  -0.031
C  0.3324  -1.8416  -3.9039  -0.287
C  -7.4372  2.7003  -0.0585  -0.072
C  -1.3472  -2.1970  2.1129  -0.434
H  3.5860  6.5628  2.2114  0.082
H  0.0591  -1.1264  3.2442  0.144
H  -7.5925  2.5231  1.0062  0.083
H  -1.0535  -0.0814  2.3657  0.098
H  1.5271  0.4311  -4.8549  0.109
H  -1.6725  -5.6970  0.8897  0.087
C  0.2233  -4.8413  -0.6249  -0.069
N  -2.7150  -1.8924  2.1689  -0.152
H  0.3607  -4.8169  0.4574  0.117
C  0.4519  0.2941  -5.0151  -0.272
C  4.1185  5.6217  2.0684  -0.078
H  -7.7984  0.0370  -0.5319  0.111
C  -1.4962  2.1141  1.4835  -0.256
H  -0.9751  -5.2552  -3.1092  0.086
C  1.8956  -2.7436  0.5449  0.142
O  -1.6884  -6.1256  0.0220  -0.017
H  -0.8851  -0.3358  -6.5873  0.084
H  -0.0150  1.2708  -4.8915  0.120
H  -0.8700  -1.4220  -0.3546  0.130
H  6.3046  2.8355  0.3586  0.117
H  4.9177  0.2579  4.7348  0.087
H  0.5858  -0.7417  -1.0217  0.149
H  -2.1776  1.2773  1.3177  0.096
H  -2.8146  -2.1722  0.0447  0.081
H  0.5951  0.4551  -7.1479  0.082
H  2.1156  -1.4434  -2.7481  0.068
H  -2.0268  3.1244  -0.3456  0.089
C  -3.5016  -2.9766  2.7794  -0.056
H  1.7266  1.9930  0.7883  0.120
H  3.4852  -0.6337  4.1863  0.078
H  0.8149  0.2832  1.1159  0.103
C  -1.9868  3.3334  0.7246  -0.057
H  -1.8240  -4.2955  -0.9415  0.138
H  1.7930  -2.0732  2.5122  0.165



DFT (ωB97M-V/def2-TZVPD) results for a cluster of 9 separate species, C30H69N3O6 in total at a distorted geometry.

Calculated values
- SMILES: CC(C)O.CC(C)O.CC(C)O.CC(C)O.CC(C)O.CC(C)O.CCCC#N.CCCC#N.CCCC#N
- ΔE to the lowest compared entry with this formula, charge and spin: 0.000 eV

Last column: Löwdin charge in e.
Positions of all 108 atoms, in Å:
H  -5.3968  -1.7320  -3.2655  0.074
C  2.3120  3.7809  4.3794  -0.249
H  0.7365  -4.7406  0.2073  0.064
H  -6.4609  0.3851  -0.3470  0.066
H  1.9029  -1.7311  -4.2766  0.059
H  -0.9220  -3.6571  -1.4823  0.063
C  0.5496  -3.0579  -5.1123  -0.268
H  1.2345  3.6632  -1.4117  0.095
H  0.9549  -2.8180  6.0391  0.082
C  -4.8664  -0.3678  -1.6903  -0.455
C  2.3640  2.3601  3.7270  -0.102
C  2.3033  -3.9950  -0.6547  -0.478
H  3.1452  -4.3523  -1.2493  0.128
H  0.0039  1.8305  0.0433  0.094
H  -4.5367  2.2714  1.7629  0.109
N  -0.4571  -3.5899  -5.1049  0.144
H  -1.2556  0.6996  0.5058  0.089
H  2.4588  -2.5488  -7.1739  0.092
H  2.4970  -0.8887  3.1974  0.056
H  3.4760  5.1691  -2.2629  0.101
H  -0.8041  -0.7950  -1.4806  0.096
H  -1.4420  0.8015  -1.8524  0.087
C  4.4205  4.7124  3.2990  -0.205
C  0.5092  0.4130  -2.4234  -0.182
H  -1.5348  -2.1584  0.4741  0.122
O  -0.6842  -3.9538  1.1245  -0.065
H  2.1241  6.5180  0.8446  0.079
H  -3.7814  -2.8101  0.9271  0.072
H  0.8977  -2.2788  -1.1734  0.042
C  1.4970  -3.4601  5.3510  -0.055
H  1.9039  3.6236  5.3936  0.113
H  -4.8994  0.5726  -2.2751  0.130
C  2.9390  -3.3967  0.6340  -0.033
H  -4.5497  -2.4702  -1.8991  0.073
H  2.2945  -3.3699  3.3809  0.119
C  1.6478  -2.9451  -1.6142  -0.051
H  1.2895  -3.4886  -2.4963  0.063
H  1.7429  0.1535  0.2697  0.083
H  -3.0875  2.0509  -1.4887  0.057
H  0.8395  5.7660  -0.0576  0.088
H  -3.6733  -1.5356  -3.1602  0.082
H  -2.7112  -3.5344  -1.4429  0.042
H  2.2217  -3.0665  1.3763  0.043
H  1.8110  -0.6549  4.7568  0.072
H  3.5005  -2.5399  0.3562  0.062
C  -3.9949  3.2313  0.0977  -0.505
H  -6.0734  -1.3568  -0.1441  0.080
O  0.4450  -2.6019  3.3590  -0.080
O  2.9005  5.6420  -1.6338  -0.053
H  -0.4076  -3.4827  1.9209  0.055
C  2.2656  -1.7488  -6.4794  -0.223
H  -3.2051  -4.4699  1.4494  0.091
C  2.1860  3.5338  -0.8617  -0.075
H  3.6517  -4.0693  1.0597  0.071
H  0.8978  -0.0218  -6.3312  0.069
C  1.8863  -2.4446  -5.1019  -0.185
O  -3.8130  -0.2849  -0.7120  -0.108
H  0.5732  -1.1120  0.7056  0.052
H  2.5669  -3.2771  -4.8613  0.119
H  3.3717  -1.4893  4.6220  0.089
C  -1.7314  -3.2440  0.5273  -0.497
C  -6.1926  -0.5352  -0.8648  -0.045
H  1.6309  4.3988  3.8021  0.095
H  2.8597  2.9369  -1.4818  0.080
N  1.3248  0.5026  -3.2644  0.148
C  -2.9611  -3.4066  1.3530  -0.054
H  3.0299  1.7147  4.2965  0.066
H  3.2259  -1.2816  -6.3068  0.097
C  2.7542  4.8648  -0.4614  -0.517
H  -4.9647  3.1733  -0.3801  0.132
H  3.7185  4.7798  0.0263  0.107
N  4.9885  4.9836  2.3385  0.162
H  -4.0063  0.4458  -0.0735  0.057
C  -0.3263  0.7711  -0.0186  -0.238
H  0.7837  0.3495  1.7430  0.051
H  -4.5363  4.6727  1.6101  0.088
H  1.3915  1.8692  3.6611  0.061
H  1.5347  -0.3515  -7.9383  0.067
C  1.1551  -0.8291  -7.0331  -0.103
C  1.7024  -2.7576  4.0598  -0.461
H  -2.8387  -2.9858  2.3792  0.087
H  4.2171  3.9293  5.3191  0.123
H  -2.0066  3.1391  -0.5494  0.082
C  -1.8431  -3.8268  -0.9119  -0.004
H  -3.8203  5.3545  0.1623  0.081
H  -3.1041  3.7893  -1.7850  0.090
H  2.4596  -2.2576  -1.9734  0.086
H  -0.1566  -2.0420  3.8526  0.098
H  2.4617  -3.7073  5.8193  0.095
C  0.7572  -0.0317  0.7252  -0.092
H  1.6603  4.9628  1.3646  0.050
C  -2.9939  3.0347  -1.0193  -0.035
H  3.4209  5.4096  4.9874  0.118
C  3.6659  4.4502  4.5283  -0.202
H  -1.9428  -4.8821  -0.7449  0.083
H  0.2828  -1.3991  -7.3036  0.061
C  1.7777  5.5541  0.4743  -0.054
C  2.3818  -1.3651  4.1552  -0.044
O  1.4714  -5.0502  -0.3673  -0.042
H  2.0699  2.8973  0.0238  0.061
H  2.7688  2.4317  2.7172  0.063
C  -0.5992  0.2648  -1.4343  -0.168
C  -4.5859  -1.5916  -2.5630  -0.051
H  -6.9927  -0.8141  -1.5358  0.066
H  -2.8057  4.5216  1.3347  0.087
O  -3.9949  2.1155  0.9741  -0.063
H  0.9138  -4.3550  5.1996  0.084
C  -3.7707  4.5140  0.8327  -0.052



Gap between HOMO and LUMO readings, ordered: 7.9; 9.4 eV
LUMO level readings, ordered: -3.420; 0.048 eV
E readings, ordered: -1969.52581; -1800.11058 a.u.